Below is a structure of composition C17H35BNO4P2Ti, with properties calculated with ωB97M-V/def2-TZVPD.

```
61
Properties=species:S:1:pos:R:3
Ti -0.360 0.966 -0.342
P 1.016 0.341 -2.284
P -2.187 1.108 1.320
O 1.749 -1.580 0.530
O 0.817 -0.704 2.512
O -0.355 6.295 -3.701
O 0.361 2.574 -0.130
N -1.985 0.466 -1.654
C -2.272 0.410 2.977
C -1.753 0.353 -2.986
C 3.117 -0.595 3.240
C -4.107 0.100 -3.418
C 2.167 1.609 -2.882
C 3.678 -2.735 1.347
C -0.338 0.404 -3.521
C 1.541 -2.273 4.148
C -2.800 0.205 -3.883
C 1.935 -1.514 2.900
C -4.311 0.093 -2.042
C -2.879 2.782 1.473
C 2.221 -2.394 1.612
C 1.440 -3.703 1.610
C -3.243 0.278 -1.175
C -3.474 0.258 0.323
C 1.845 -1.236 -2.543
B 1.086 -0.500 1.141
H -3.915 2.721 1.833
H 2.473 1.395 -3.915
H -5.304 -0.029 -1.613
H 1.537 -4.198 0.636
H 1.098 -2.038 -2.557
H 2.406 -1.232 -3.487
H -2.272 3.357 2.185
H 2.808 0.120 4.012
H 0.682 -2.930 3.978
H 3.962 -1.166 3.642
H -2.860 3.290 0.500
H 4.084 -3.330 2.175
H -0.159 -0.446 -4.199
H 0.728 3.356 0.311
H 3.051 1.616 -2.231
H -4.942 0.026 -4.110
H -1.770 1.095 3.674
H 3.469 -0.017 2.375
H -0.426 5.742 -4.498
H 3.753 -3.341 0.434
H 1.690 2.598 -2.842
H 4.297 -1.841 1.218
H 2.521 -1.424 -1.700
H -3.527 -0.780 0.693
H 1.250 0.685 0.755
H -1.203 6.177 -3.260
H -4.430 0.746 0.562
H 0.372 -3.558 1.816
H -1.739 -0.548 2.999
H -3.316 0.268 3.289
H -2.559 0.188 -4.944
H -0.193 1.311 -4.103
H 1.276 -1.567 4.944
H 1.859 -4.377 2.367
H 2.389 -2.875 4.491
```

Output
HOMO (alpha / beta): -8.89 / -11.99 eV
ΔE to the lowest compared entry with this formula, charge and spin: 0.00 kJ/mol
total charge: +1
<S²>: 2.006
spin multiplicity: 3
E_LUMO (alpha / beta): -2.9 / -3.0 eV

***

Below is a structure of composition C17H35Br3O28PS7, with properties calculated with ωB97M-V/def2-TZVPD.

```
91
Properties=species:S:1:pos:R:3
Br 2.334 5.986 0.431
Br 7.178 4.674 -0.849
Br 6.669 9.029 1.423
S -3.617 -0.671 5.936
S -1.004 0.928 -0.939
S 7.504 1.070 1.718
S -3.899 -1.211 -1.931
S -8.864 -2.317 0.939
S 4.481 0.395 -3.994
S -2.988 -4.588 -0.710
P 4.559 6.636 0.454
O -2.382 1.227 -1.227
O -8.687 -2.761 -0.417
O -0.176 0.921 -2.340
O -3.265 -6.065 -1.338
O -4.990 -0.356 5.652
O 6.464 0.086 2.489
O -3.799 -1.967 -0.709
O -2.791 -0.679 4.534
O 6.557 1.424 0.444
O 5.617 1.039 -3.025
O 3.568 -0.364 -3.183
O -3.524 -2.200 -3.173
O -2.837 0.040 6.912
O -4.116 -3.750 -1.015
O -3.228 0.053 -2.132
O -3.505 -2.261 6.257
O -0.876 -0.661 -0.610
O -8.890 -0.691 0.941
O -1.634 -4.211 -1.005
O -3.075 -5.007 0.860
O 7.675 2.260 2.503
O 8.609 0.276 1.250
O 3.758 1.786 -4.427
O 5.135 -0.150 -5.153
O -0.230 1.650 0.037
O -7.453 -2.508 1.725
O -5.479 -1.023 -2.282
O -9.923 -2.793 1.786
C 5.186 0.154 1.858
C -2.966 -2.940 5.122
C -6.756 -1.262 1.736
C -3.232 -7.040 -0.297
C -3.668 -6.301 0.963
C -2.088 -1.915 4.416
C -4.730 -2.702 -3.748
C 5.688 2.445 -3.262
C -0.329 -1.339 -1.740
C -7.845 -0.198 1.779
C -5.753 -1.585 -3.565
C 4.269 2.857 -3.632
C 6.387 7.225 0.541
C 7.533 6.452 0.041
C 5.471 0.499 0.401
C 9.083 6.904 0.143
C 0.540 -0.309 -2.451
H 4.607 0.946 2.344
H 5.802 -0.383 -0.155
H 4.323 7.046 1.843
H 6.055 2.968 -2.378
H -5.022 -3.597 -3.191
H -2.205 -7.406 -0.204
H 9.224 7.965 0.616
H -3.895 -7.874 -0.535
H -5.618 -0.801 -4.316
H 4.608 0.941 -0.099
H -3.339 -6.803 1.875
H -6.084 -1.204 2.594
H -1.125 -1.804 4.923
H -7.490 0.770 1.418
H 4.658 -0.796 1.961
H -8.245 -0.083 2.791
H -4.578 -2.960 -4.797
H -4.754 -6.173 0.990
H 6.377 2.613 -4.095
H -6.779 -1.956 -3.608
H -2.401 -3.820 5.437
H 0.712 -0.561 -3.498
H 4.083 7.975 0.084
H 4.244 3.794 -4.192
H -1.919 -2.164 3.367
H -3.799 -3.252 4.485
H 3.640 2.950 -2.741
H 9.643 6.158 0.850
H 9.640 6.937 -0.887
H 1.501 -0.187 -1.943
H 4.628 6.334 -0.954
H -6.173 -1.193 0.812
H 4.928 5.306 0.865
H -1.157 -1.663 -2.377
H 0.245 -2.212 -1.421
```

Output
HOMO: -4.38 eV
total charge: -1
E_LUMO: 1.0 eV

***

Below is a cluster of 4 separate species, C17H35BrIN2O16P4 in total, with properties calculated with ωB97M-V/def2-TZVPD.

```
76
Properties=species:S:1:pos:R:3
I 5.434 1.414 -3.353
Br -0.730 -2.146 1.963
P -3.619 3.256 -2.604
P 1.828 -3.642 -1.816
P -0.915 -7.363 2.508
P 1.873 4.976 3.017
O 0.930 6.029 3.476
O 3.425 -3.821 -1.478
O 0.251 0.383 2.146
O -1.679 -6.145 2.116
O -2.577 2.428 -1.922
O -1.148 -8.250 1.099
O 1.871 5.351 1.371
O 3.435 5.395 3.184
O -0.639 -7.005 4.126
O 0.683 -7.214 2.214
O 3.395 3.160 -2.229
O -4.964 2.410 -2.076
O 1.468 -4.316 -3.280
O -2.614 4.199 -3.561
O 1.949 4.046 4.413
O -4.041 4.572 -1.757
N 0.192 -0.151 -0.993
N 0.492 -1.412 -1.009
C -0.358 -0.326 1.412
C 3.793 6.768 3.041
C -0.829 0.233 0.034
C 1.407 -1.778 -1.869
C -0.848 -8.072 5.078
C 1.988 -0.816 -2.735
C -0.810 -9.651 1.149
C -4.025 4.515 -0.330
C -3.011 4.388 -4.941
C 1.073 -6.420 1.102
C -6.216 2.688 -2.742
C 3.476 2.221 -2.949
C 1.624 0.519 -2.708
C 1.850 2.617 4.235
C 0.642 0.837 -1.741
C 2.436 4.371 0.486
C 2.212 1.585 -3.591
H 4.227 6.931 2.053
H 2.739 -1.163 -3.447
H -6.467 3.748 -2.659
H -1.449 -10.173 1.861
H -3.627 5.458 0.039
H -0.917 1.316 0.100
H 2.410 4.770 -0.526
H -5.043 4.393 0.042
H 1.855 3.445 0.518
H 3.476 4.162 0.755
H -3.408 3.697 0.040
H -1.888 -8.405 5.052
H -3.051 3.427 -5.460
H 2.936 7.429 3.170
H -6.161 2.402 -3.792
H 1.917 2.142 5.211
H -2.269 5.018 -5.424
H 0.239 -9.783 1.429
H 0.271 -5.745 0.803
H 1.339 -7.057 0.256
H 1.502 2.411 -3.719
H 0.518 -4.164 -3.399
H 3.847 -2.959 -1.350
H 0.891 2.361 3.782
H -3.983 4.881 -4.997
H -0.965 -10.073 0.159
H -1.756 -0.253 -0.293
H 1.943 -5.829 1.387
H 4.540 7.000 3.797
H 0.290 1.857 -1.596
H -6.994 2.104 -2.257
H -0.627 -7.689 6.071
H -0.183 -8.912 4.867
H 2.477 1.168 -4.568
H 2.667 2.253 3.607
```

Output
HOMO: -11.43 eV
total charge: +1
E_LUMO: -4.8 eV

***

Below is a structure of composition C17H35CaF3NO8S, with properties calculated with ωB97M-V/def2-TZVPD.

```
66
Properties=species:S:1:pos:R:3
Ca 0.304 0.794 -0.077
S 5.307 2.208 -4.452
F -2.530 6.408 -0.787
F -4.016 7.043 0.519
F -2.067 7.287 1.147
O 4.277 -0.749 2.929
O 4.330 1.964 -3.396
O -0.987 -0.597 -4.592
O -5.717 -1.966 4.565
O 6.419 3.219 -4.313
O -1.564 4.431 1.238
O -3.478 3.970 0.296
O -0.960 -2.453 -3.522
N -3.086 -1.341 3.792
C -1.411 -2.740 -5.846
C 6.305 -2.066 2.439
C -1.107 -1.864 -4.604
C 6.099 0.612 -4.706
C -2.397 -3.747 4.195
C -6.819 -2.086 5.449
C 4.947 -2.637 4.499
C 4.634 2.182 -6.158
C 4.885 0.737 -6.699
C -3.576 -2.723 3.899
C -5.162 2.505 -0.394
C 6.305 0.418 -6.211
C -4.712 -2.826 4.995
C -4.818 3.676 0.520
C 4.897 -2.006 3.082
C -2.861 6.468 0.488
C -2.853 4.980 1.054
H -1.985 -3.585 5.191
H -0.544 -3.219 -6.301
H 3.671 2.692 -6.135
H 5.219 -1.905 5.260
H 5.256 2.789 -6.817
H 4.147 0.056 -6.276
H 6.578 -0.608 -6.458
H -5.018 2.829 -1.425
H 4.384 -2.775 2.504
H -2.140 -3.484 -5.523
H -1.756 -3.914 3.330
H -6.223 2.281 -0.284
H -4.956 -3.881 5.125
H 6.986 -1.221 2.544
H -2.554 -1.045 4.597
H -3.322 5.055 2.035
H 5.372 -0.132 -4.382
H -3.993 -2.976 2.924
H 4.783 0.734 -7.784
H 6.268 -2.290 1.373
H -7.073 -3.133 5.616
H -1.800 -2.013 -6.559
H 4.137 -3.318 4.759
H -6.539 -1.602 6.385
H -7.677 -1.532 5.069
H -5.206 3.448 1.513
H 5.796 -3.320 4.501
H -5.431 4.542 0.273
H -2.884 -4.720 4.255
H -3.839 -0.708 3.562
H 7.008 1.123 -6.654
H 6.911 -2.928 2.717
H -4.739 1.524 -0.181
H 6.952 0.518 -4.034
H -4.380 -2.383 5.933
```

Output
HOMO: -4.53 eV
ΔE to the lowest compared entry with this formula, charge and spin: 1351.18 kJ/mol
total charge: -1
E_LUMO: -1.5 eV